The molecule C6H12O. Source: the OMol25 dataset; level of theory: wB97M-V/def2-TZVPD.

Geometry as XYZ:
```
19
Properties=species:S:1:pos:R:3
C 1.1274 0.3720 1.1357
C 0.7109 -0.6264 0.0420
C 1.6238 -0.5028 -1.1837
C -0.7607 -0.5825 -0.3778
C -1.8676 -0.3384 0.6285
C -1.6316 0.6395 -0.4849
O -1.1901 1.9478 -0.2738
H 0.3169 0.5812 1.8441
H 1.9523 -0.0255 1.7345
H 1.4727 1.3226 0.7090
H 0.8532 -1.6331 0.4609
H 2.6592 -0.7720 -0.9428
H 1.6217 0.5235 -1.5698
H 1.2873 -1.1630 -1.9911
H -0.9747 -1.3442 -1.1287
H -2.7530 -0.9683 0.6339
H -1.5524 -0.0272 1.6228
H -2.3621 0.6516 -1.2897
H -0.5331 1.9452 0.4308
```

max |F|: 0.330 eV/Å
relative energy (zero: lowest compared OMol25 entry of this formula, charge and spin): 131.9 kJ/mol
charge: 0
orbital gap: 10.3 eV
SMILES: CC(C)[C@H]1C[C@H]1O

***

A cluster of 3 separate species, C4H12NOS in total at a distorted geometry. Source: the OMol25 dataset; level of theory: wB97M-V/def2-TZVPD.

Geometry as XYZ:
```
19
Properties=species:S:1:pos:R:3
C 0.5030 -0.4956 0.5113
C 0.2105 -0.7665 1.9565
S 1.5518 -1.1393 4.7352
C -0.8640 -0.4231 -0.1934
N -0.8716 0.0697 -1.5918
C -0.8727 1.5699 -1.7009
H 1.0398 0.4424 0.3772
H 1.0607 -1.3045 0.0398
H -0.3375 0.0530 2.4457
H 0.9325 -0.9923 2.7970
H -1.3408 -1.4972 -0.1128
H -1.5629 0.3431 0.3569
H -0.3530 -1.6375 1.9532
H 0.0798 1.8962 -1.2296
H -1.9557 1.8287 -1.2870
H -0.9932 1.9750 -2.6954
H 1.9798 -0.1478 -2.6547
H 0.1948 -0.0755 -1.7788
O 1.5988 0.3014 -1.9282
```

max |F|: 3.433 eV/Å
relative energy (zero: lowest compared OMol25 entry of this formula, charge and spin): 610.8 kJ/mol
charge: -1
orbital gap: 3.1 eV

***

A structure of composition C33H53BrCl2I3N3O14S4 at a distorted geometry. Source: the OMol25 dataset; level of theory: wB97M-V/def2-TZVPD.

Geometry as XYZ:
```
113
Properties=species:S:1:pos:R:3
C 3.9469 4.4270 -0.1337
C 3.4128 3.2732 -0.7900
C 2.7057 1.9026 -1.4695
C 2.9692 2.3856 -3.0535
O 3.9610 3.2573 -3.4166
O 2.1315 2.1566 -4.2291
C 1.0312 2.0034 -1.3630
C 0.6162 1.9755 0.2629
C -0.7633 2.7538 0.6677
C -1.3912 1.9591 2.0021
Br -3.0155 0.8804 1.5601
C 0.4124 3.4007 -1.8844
Cl 0.7473 5.1036 -1.0866
C -0.4975 3.6550 -3.0585
C -1.0424 5.1790 -3.5000
Cl -1.0927 2.3636 -4.1906
C 0.5859 0.5887 -1.9451
N -0.9165 0.5341 -1.5739
C 1.4007 -0.7759 -1.5386
C 0.6153 -1.9330 -2.4569
C -0.8356 -2.4634 -1.9793
N 2.9025 -0.7954 -1.6318
C 3.2073 -0.8733 -3.1366
C 3.3777 -2.2389 -3.9615
C 4.4513 -2.0402 -5.2380
C 4.9700 -3.4751 -5.8530
C 3.7311 -4.2087 -6.6447
N 4.3149 -4.9979 -7.7962
C 3.6982 -1.9477 -1.1337
I 5.9142 -2.1723 -1.6436
C 3.3893 -3.1487 -0.3384
C 4.4884 -4.3362 0.1084
I 1.4556 -3.6579 0.4227
C 3.3925 0.5295 -0.9722
S 5.1827 1.0828 -1.4045
C 3.8522 0.3103 0.5966
I 2.4960 -0.5580 2.0819
C 4.3731 1.5418 1.5102
C 5.0323 0.9596 2.9368
H 4.2159 5.1866 0.7352
H 0.3951 0.8627 0.6289
H 1.4634 2.3755 0.9595
H -1.6282 2.6858 -0.1384
H -0.6000 3.8672 1.0662
H -1.7123 2.7749 2.8115
H -0.5414 1.3222 2.5426
H -1.7742 5.1510 -4.4102
H -0.0805 5.7742 -3.8638
H -1.5999 5.7268 -2.6263
H 0.5223 0.4829 -3.1331
H -1.4862 0.2119 -2.3831
H -1.0700 -0.0174 -0.7079
H 0.9613 -0.9338 -0.4469
H 1.2457 -2.9505 -2.4933
H 0.5323 -1.6237 -3.6005
H -1.6802 -1.9824 -2.6531
H -1.0191 -2.2309 -0.8228
H -0.9376 -3.6503 -2.0586
H 2.3807 -0.3138 -3.7973
H 4.1758 -0.2999 -3.4754
H 2.3623 -2.5100 -4.5347
H 3.7108 -3.2228 -3.4660
H 5.4202 -1.4935 -4.8195
H 4.0060 -1.3036 -6.0613
H 5.8258 -3.2438 -6.6385
H 5.4705 -4.1639 -5.0178
H 2.9876 -3.3964 -7.0640
H 3.2300 -4.9561 -5.8864
H 4.8372 -4.3842 -8.4763
H 4.9850 -5.7463 -7.4521
H 4.9156 -4.9163 -0.8440
H 4.0166 -5.1775 0.7690
H 5.3639 -3.8887 0.7862
H 5.4342 1.2386 -2.7308
H 4.8208 -0.4063 0.6958
H 3.4391 2.1912 1.8701
H 5.1734 2.2663 1.1090
H 5.4273 -0.1449 2.8318
H 4.3214 1.1286 3.8619
H 6.0058 1.6077 3.1817
C -3.6469 3.2319 6.7708
C -4.0881 2.8799 5.3526
O -3.9606 4.0908 4.6108
S -2.7190 4.9564 5.2188
O -1.5509 4.7029 4.4049
O -3.1941 6.2866 5.5212
O -2.5528 4.1343 6.6168
H -4.4431 3.7514 7.3137
H -3.3369 2.3498 7.3375
H -5.1159 2.5114 5.3155
H -3.4191 2.1375 4.9046
C -8.3689 1.4957 8.2497
C -8.9480 0.2439 7.5959
O -7.9753 -0.1591 6.6345
S -6.4915 0.2373 7.1838
O -5.9104 -0.9350 7.7996
O -5.8174 1.0069 6.1643
O -6.9686 1.2504 8.3687
H -8.5077 2.3740 7.6111
H -8.8071 1.6885 9.2325
H -9.9106 0.4327 7.1147
H -9.0583 -0.5661 8.3246
C -4.8310 -4.6979 0.1848
C -4.9919 -3.1841 0.2958
O -4.5422 -2.6683 -0.9550
S -4.8806 -3.7510 -2.1271
O -6.1167 -3.3545 -2.7643
O -3.6675 -4.0222 -2.8627
O -5.1942 -5.0225 -1.1561
H -3.7885 -4.9957 0.3369
H -5.4687 -5.2339 0.8929
H -4.4095 -2.7626 1.1186
H -6.0446 -2.9075 0.4163
```

max |F|: 10.259 eV/Å
charge: 0
orbital gap: 5.6 eV

***

A structure of composition C4H13N2 at a distorted geometry. Source: the OMol25 dataset; level of theory: wB97M-V/def2-TZVPD.

Geometry as XYZ:
```
19
Properties=species:S:1:pos:R:3
C -0.1070 0.9722 -0.8595
C 0.8770 -0.0212 -1.4509
C 2.0240 -0.3490 -0.5038
C 1.5635 -0.9032 0.8475
N 0.8159 0.0348 1.5933
N -0.9660 0.2635 -0.0053
H 0.3841 1.8398 -0.3745
H -0.6660 1.5264 -1.5782
H 1.2496 0.2616 -2.4186
H 0.3168 -0.9421 -1.6727
H 2.7059 -1.0362 -0.9871
H 2.5323 0.5766 -0.2712
H 2.3662 -1.2612 1.4943
H -6.4389 -0.1819 0.8434
H 1.0613 -1.8749 0.6736
H -0.2373 0.0619 1.1045
H -6.4044 0.5202 0.7912
H -1.8233 0.7519 0.1888
H 0.7463 -0.2393 2.5851
```

max |F|: 1.522 eV/Å
relative energy (zero: lowest compared OMol25 entry of this formula, charge and spin): 669.4 kJ/mol
charge: +1
orbital gap: 6.6 eV

***

The molecule C8H16BClO2 at a distorted geometry. Source: the OMol25 dataset; level of theory: wB97M-V/def2-TZVPD.

Geometry as XYZ:
```
28
Properties=species:S:1:pos:R:3
B 1.2984 1.0646 -0.6260
C 2.3432 -0.0961 -0.6372
C 0.7660 -1.5980 0.0739
C -0.0234 0.7760 0.2780
C -0.4542 -0.6979 -0.0209
C 0.3730 0.9451 1.7568
C -1.1472 1.7864 -0.0035
C -1.0435 -0.7903 -1.4357
C -1.4960 -1.2371 0.9731
O 1.4790 2.1592 -1.3633
O 0.8764 -2.7142 -0.6873
Cl 3.5544 -0.1195 0.6111
H 2.7351 -0.5313 -1.5463
H 1.1557 -1.7974 1.0621
H 0.8227 1.9249 1.9087
H 1.1022 0.1990 2.0525
H -0.4980 0.8729 2.4043
H -2.0693 1.5125 0.5051
H -1.3578 1.8790 -1.0674
H -0.8522 2.7666 0.3691
H -1.9298 -0.1706 -1.5209
H -1.3546 -1.8107 -1.6582
H -0.3137 -0.4588 -2.1727
H -1.7868 -2.2460 0.6849
H -2.3885 -0.6151 0.9760
H -1.0950 -1.2790 1.9809
H 0.7888 2.8262 -1.3296
H 0.5151 -2.5503 -1.5672
```

max |F|: 3.672 eV/Å
relative energy (zero: lowest compared OMol25 entry of this formula, charge and spin): 225.4 kJ/mol
charge: 0
orbital gap: 8.0 eV

***

A structure of composition C26H28AsN2O3S6Tc at a distorted geometry. Source: the OMol25 dataset; level of theory: wB97M-V/def2-TZVPD.

Geometry as XYZ:
```
67
Properties=species:S:1:pos:R:3
Tc -0.2895 0.3696 0.7653
C 4.2068 2.3770 3.1057
C 2.8269 1.8358 2.7713
S 2.9999 0.1402 2.3787
C 1.7369 2.5923 2.8228
C 1.7346 4.0234 3.2878
S 0.0821 2.1029 2.3599
H 4.9849 1.6730 2.8064
H 4.3044 2.5353 4.1811
H 4.3921 3.3192 2.5902
H 2.6944 4.3153 3.7097
H 0.9749 4.1702 4.0641
H 1.4924 4.7032 2.4647
C 4.0402 -2.8797 -1.1831
C 3.1496 -2.5035 0.0071
C 1.8150 -3.2090 -0.0256
C 1.8167 -4.5804 0.2180
C 0.6531 -5.3186 0.1591
C -0.5324 -4.6867 -0.1763
C -0.5850 -3.3198 -0.4244
C -1.8897 -2.7226 -0.8851
C -1.9143 -2.4858 -2.3974
C 0.5947 -2.5705 -0.3190
N 0.5567 -1.1311 -0.5017
C 1.1775 -0.6160 -1.5345
C 1.3548 0.7707 -1.6319
C 1.9538 1.6155 -2.5805
C 1.8185 2.9057 -2.0802
C 1.1384 2.7943 -0.8492
N 0.8677 1.5164 -0.5772
H 5.0042 -2.3685 -1.1223
H 3.5691 -2.6031 -2.1315
H 4.2263 -3.9569 -1.2121
H 3.0236 -1.4279 0.0240
H 3.6631 -2.7740 0.9346
H 2.7573 -5.0674 0.4670
H 0.6669 -6.3819 0.3680
H -1.4500 -5.2615 -0.2503
H -2.0874 -1.7836 -0.3802
H -2.6925 -3.4068 -0.6107
H -1.6920 -3.4082 -2.9407
H -1.1797 -1.7267 -2.6862
H -2.9013 -2.1330 -2.7137
H 1.5707 -1.2809 -2.2991
H 2.4229 1.3100 -3.5084
H 2.1623 3.8238 -2.5360
H 0.8387 3.5909 -0.1776
S -0.5545 -1.8265 5.5150
As -0.5495 -0.6599 3.8568
S -1.7815 -0.9918 2.1753
S 1.1599 -0.7773 2.2478
S -0.4180 1.5553 4.2148
O -4.0937 3.3133 0.6146
C -4.4063 2.6816 -0.5354
C -5.5771 3.0669 -1.1846
C -5.9471 2.4573 -2.3666
C -5.1639 1.4485 -2.9362
C -4.0059 1.0631 -2.2977
C -3.6143 1.6685 -1.0987
C -2.3762 1.2234 -0.4533
O -1.6617 0.2861 -0.9037
O -1.9360 1.7845 0.6157
H -3.2611 2.9390 0.9557
H -6.1791 3.8499 -0.7370
H -6.8625 2.7700 -2.8582
H -5.4618 0.9795 -3.8651
H -3.3680 0.2878 -2.7096
```

max |F|: 1.897 eV/Å
relative energy (zero: lowest compared OMol25 entry of this formula, charge and spin): 27.9 kJ/mol
charge: 0
orbital gap: 7.2 eV